[1]
21
Properties=species:S:1:pos:R:3:mulliken_charge:R:1 method="wB97M-V/def2-TZVPD" smiles="CCNC(C)=O.O.O" homo_energy_ev=-9.74 e_above_lowest_kj_mol=195.7 e_lumo_ev=0.78
H -1.81516 1.76420 0.70873 0.356
O -1.27228 2.47935 -0.93813 -0.669
H -2.47972 2.84754 1.32493 0.289
H -0.81442 1.65238 -1.20803 0.367
C 0.22353 -0.82681 2.33900 -1.133
H -1.27921 3.04688 -1.61255 0.256
H 1.65342 -1.31700 0.77666 0.225
H 1.50387 -1.95807 -2.85097 0.258
C 0.52902 -1.32604 0.91467 -0.227
H -0.82634 -0.49032 2.34339 0.321
H 2.38199 -1.49894 -1.33712 0.292
H -0.13812 -2.21388 0.83315 0.290
O -0.19345 0.30879 -2.21291 -0.704
O -2.00790 2.08245 1.53600 -0.577
N 0.03921 -0.56173 -0.20558 -0.168
C 1.62470 -1.13408 -2.09711 -0.978
H 0.28425 -1.65732 3.14597 0.300
C 0.37701 -0.50418 -1.53813 0.752
H -0.96578 -0.19834 0.02476 0.126
H 2.20507 -0.35745 -2.57670 0.286
H 0.97031 -0.13743 2.62996 0.337

=====

[2]
148
Properties=species:S:1:pos:R:3:mulliken_charge:R:1 method="wB97M-V/def2-TZVPD" homo_energy_ev=-9.88 e_lumo_ev=-2.04 total_charge=+1
C 4.91102 6.37155 -6.39333 -0.974
C -0.13594 0.04584 0.54836 -0.773
H -3.73612 -2.05839 2.32031 0.262
H 5.19662 -0.88123 -2.22118 0.161
O -2.26573 2.26864 -1.29060 -0.396
H 2.07110 -7.05354 -1.34728 0.291
H -1.78106 5.90997 5.52811 0.314
H -2.68965 -1.18486 -0.16834 0.146
C 5.91132 1.68708 -0.73775 -0.817
H -3.89174 8.33218 3.46698 0.314
H -0.20248 10.45611 8.20972 0.335
C -1.11575 0.25444 -0.61073 -0.028
H 6.48403 0.75672 -0.60573 0.055
H -2.85833 -8.86389 3.94582 0.211
H 8.22625 -3.42931 -2.50225 0.309
C 0.59871 9.91819 7.70714 -0.998
O 0.09623 -5.14923 -0.60930 -0.420
C 8.73014 -2.70391 0.16246 -0.978
H 3.83253 6.22036 -6.34150 0.300
H -1.08207 2.02772 1.80922 0.431
H 1.54555 -1.08423 -1.35129 0.651
C 1.39570 8.06203 5.95279 -0.912
H 5.20324 7.16104 -5.70387 0.313
O -1.61144 6.80012 2.73303 -0.615
H 7.95206 -3.44674 -0.01499 0.288
H -1.48529 -7.54883 -0.02573 0.100
H -4.43269 7.32933 2.09870 0.276
H -1.23416 -4.79471 3.43640 0.320
H -6.05991 9.05092 -2.68310 0.294
C 2.94072 1.81500 0.79658 -0.936
H -3.53517 -8.94885 -1.26048 0.033
H 1.01531 5.75177 0.10311 0.421
H -0.57800 0.63851 -1.49363 0.618
H 1.41240 2.48908 2.17695 0.676
C -2.00314 -4.02436 3.43958 -0.796
C -4.17958 7.32740 3.15754 -0.966
Si 4.21317 1.30482 -1.44571 0.436
H -4.65736 6.33140 -3.26352 0.385
H 2.54902 2.43354 -2.92300 0.359
C -5.45334 -11.20526 -3.40966 -0.952
H -5.55865 -9.09708 2.41722 0.409
H 2.95827 -4.33231 1.05945 0.487
H -5.46824 5.33206 -2.03696 0.263
P -0.63491 4.16597 0.84408 0.566
H 5.80430 2.18465 0.23574 0.345
H 4.43912 0.02760 -3.59633 0.426
H -3.31984 -10.66668 -1.66282 0.348
O -6.06384 -10.41125 -0.95246 -0.595
C 1.04334 4.67103 0.24600 -1.066
H 1.91990 7.61332 6.79711 0.334
S 8.74136 -1.50358 -1.17398 0.404
H 9.99048 -3.16663 -2.35126 0.401
C -2.04281 -0.88368 -1.00126 -0.734
C 1.53105 -1.64635 -0.41979 0.056
C -1.82189 1.57266 -0.10357 0.165
H 0.15074 -1.51617 2.65187 0.717
H 1.15410 7.29428 5.21959 0.245
S -5.51339 -9.86027 -2.21864 0.495
H -5.03810 6.98402 3.73425 0.378
C 2.31913 -3.46399 0.94479 -0.639
C -3.46687 2.74741 -1.14778 0.683
H 3.74605 1.60460 1.51729 0.433
C -2.62499 6.49249 5.16736 -0.868
H -6.47556 -11.48564 -3.65576 0.344
H -4.93398 -12.05934 -2.97444 0.303
O -2.20755 -9.54700 1.26128 -0.555
O 7.34388 -1.00140 -1.32568 -0.529
C 1.53972 -3.00367 1.98964 -1.064
O -1.62725 4.80194 -0.30958 -0.498
C 0.75416 -1.87568 1.81740 -0.227
C 2.31597 -2.77222 -0.27177 -1.112
H 8.52544 -2.17426 1.09077 0.313
O -0.87151 7.75525 7.29123 -0.621
C -5.37107 6.33845 -2.43863 -0.780
H 1.73404 0.77431 2.22615 0.465
O -3.87721 -5.62221 2.46270 -0.746
H -3.70486 0.10406 -2.02785 0.302
S -3.15788 -4.37350 2.10592 0.699
H -4.64891 -3.07875 3.47368 0.372
H -0.80269 -0.05839 1.41742 0.224
H 3.93107 3.82779 -7.06136 0.300
H -7.34718 9.04205 -3.91258 0.330
C 5.01659 3.81299 -7.16296 -0.944
H 1.24335 -7.74873 -2.77353 0.418
S 5.75997 4.86396 -5.90841 0.421
H -4.07065 -10.14450 4.25295 0.387
C -3.15549 -9.88848 3.71955 -0.952
H -1.54048 -3.05176 3.27404 0.104
H 0.79811 1.68025 -0.32626 0.354
H 1.17376 9.35051 8.43871 0.302
H 1.75065 4.46661 1.05521 0.320
S -3.42773 -10.06586 1.95228 0.462
C 1.39534 -6.84849 -2.17831 -1.037
S -0.18764 -6.27466 -1.54663 0.396
H -5.09986 -3.05183 1.75214 0.323
H -2.36138 -10.57354 4.01091 0.342
O 3.04136 0.90169 -0.27291 -0.054
S -2.80321 6.20039 3.40849 0.566
H -5.03170 7.01425 -1.65200 0.271
H 1.24176 10.62745 7.18587 0.369
C 3.56367 2.66848 -2.57676 -0.963
H 6.44071 2.33427 -1.44440 0.384
S -6.98110 6.86518 -3.03902 0.486
H 4.20311 2.63599 -3.46464 0.243
C 0.73446 -1.17179 0.61799 -0.302
H 0.24957 -7.86721 0.18672 0.380
O -7.86064 7.01815 -1.85266 -0.615
H 2.92844 -3.07352 -1.11432 0.576
H -4.98717 -8.72389 0.77793 0.078
C -4.26982 -3.00076 2.45437 -1.034
H -2.43995 7.54776 5.35132 0.182
C 9.02334 -2.68555 -2.49624 -1.005
C -2.88239 -0.58196 -2.25123 -0.532
H -2.68221 1.30893 0.51944 0.450
H -5.72668 8.44147 -4.33339 0.333
H 5.20772 6.64509 -7.40586 0.396
C 1.62491 1.62133 1.54454 -0.950
C -6.47064 8.51595 -3.53982 -0.917
S -0.14402 8.79683 6.51639 0.557
H 9.02526 -2.14377 -3.43994 0.323
H 3.44977 -0.81671 -2.42516 0.132
H -3.53071 6.17363 5.68338 0.414
H -4.30096 -7.84565 2.17010 0.025
H -2.52678 -4.03638 4.39625 0.462
H 1.34479 4.14206 -0.66525 0.268
O 5.19634 4.44581 -4.59455 -0.525
H 2.01413 8.82868 5.48592 0.376
H 5.38403 2.79929 -7.01536 0.304
C 4.37821 -0.23148 -2.53515 -0.866
H 3.63824 3.66373 -2.12934 0.284
H 9.70630 -3.18443 0.22619 0.403
H 1.53556 -3.49807 2.95603 0.494
F -2.07494 -0.03523 -3.23833 -0.297
C -0.75629 2.27578 0.79350 -0.841
C -4.69436 -8.80233 1.82254 -0.338
H -0.63828 -8.59335 -1.18457 0.431
N -4.40087 3.43139 -1.08314 -0.567
H 1.81508 -6.06492 -2.80702 0.330
C -0.54416 -7.71606 -0.54460 -0.871
C -3.73179 -9.71730 -2.00631 -0.768
H -3.26445 -1.52953 -2.64039 0.412
H 5.30992 4.16500 -8.15193 0.397
H -3.27615 -9.42757 -2.95424 0.464
H 3.09644 2.84997 0.46012 0.604
H -4.94125 -10.86858 -4.31129 0.348
H -1.41881 -1.74967 -1.25816 0.402
N 0.48092 1.41672 0.61511 0.521
H -2.20844 5.40371 0.17780 0.373

=====

[3]
63
Properties=species:S:1:pos:R:3:mulliken_charge:R:1 method="wB97M-V/def2-TZVPD" homo_energy_ev=-10.45 e_above_lowest_kj_mol=334.8 e_lumo_ev=-5.06 total_charge=+1
C -0.73555 1.37726 0.97183 -0.646
H -7.18559 0.36207 3.11207 0.354
H -1.17829 2.37762 0.96609 0.464
H 0.66609 1.44669 4.72158 0.281
H -1.16642 0.80470 0.14735 0.250
C -0.57201 -0.14485 4.21892 0.531
H -2.03536 0.96237 8.01780 0.380
H 1.18352 2.41289 0.93751 0.262
H -1.61462 2.95706 2.79077 0.090
H 4.49615 -2.30128 2.98511 0.379
H 0.07171 1.54957 7.04451 0.422
C -0.63678 0.99322 6.40650 -0.669
H -5.13205 2.03843 3.74584 0.455
C 0.77899 1.38943 0.97884 -0.542
H 3.76602 3.46870 2.91680 0.480
H 6.51106 -1.15004 4.36196 0.352
C 5.11161 -0.23124 3.03691 0.555
C 3.02699 2.87446 2.37032 -1.902
N 1.12117 0.79499 2.29594 0.781
C -2.65852 2.88560 3.08745 -1.937
C -4.31384 -1.06544 2.61670 -1.323
H 1.18017 -2.32190 3.03788 0.274
C 2.47007 0.38950 2.47278 -0.068
C 4.72765 1.10122 2.84285 -0.915
H 2.50699 -3.06635 2.26046 0.481
C -0.19157 0.84546 5.08710 0.316
H 2.04088 3.12249 2.78037 0.311
C 2.84889 -0.97348 2.55213 1.137
H 3.07226 3.21434 1.32318 0.317
H -6.75848 -1.33101 3.51158 0.363
C -3.00603 -0.83119 2.19338 0.792
H -2.83705 -2.79933 1.38680 0.474
N -1.08333 0.65920 2.17475 0.657
C 6.50895 -0.54014 3.45206 -1.465
C -4.53424 1.24690 3.29281 -0.854
C -1.78966 0.44480 7.05832 -0.446
H -3.20961 3.64069 2.51581 0.419
C -3.22773 1.51480 2.91397 1.165
H -1.03256 -2.25022 4.02162 0.416
H -1.70054 -1.66095 0.64296 0.234
H 7.05252 0.38616 3.64820 0.358
C -2.27472 -1.56412 5.60991 -0.661
H -3.48336 -0.96452 7.26113 0.455
C 3.40553 1.43006 2.55266 1.038
C -0.02208 0.07844 2.92372 0.927
C -1.31372 -1.36055 4.60935 0.087
H -1.42465 -2.29598 2.27988 0.185
C -2.18964 -1.93759 1.58500 -1.161
C -5.07492 -0.03567 3.18165 0.715
H -2.68359 -2.60186 5.63952 0.398
H 1.42302 -2.07352 1.27218 0.266
C -2.59055 -0.65801 6.67144 -0.499
H -4.72672 -2.08585 2.57289 0.305
C 1.92970 -2.13604 2.24993 -1.224
H 0.34372 -0.96019 2.85190 -1.670
H -6.56506 -0.03281 4.72904 0.330
H 7.03718 -1.09729 2.67115 0.316
H 1.18170 0.76865 0.14781 0.289
H 5.44534 1.91494 2.95129 0.337
C -6.47585 -0.27966 3.65903 -1.515
C -2.44996 0.43363 2.46530 -0.052
C 4.18214 -1.25740 2.86008 -1.228
H -2.70269 3.17552 4.14117 0.378